No. 1
C4H6O2 | ωB97M-V/def2-TZVPD

Geometry as XYZ:
```
12
Properties=species:S:1:pos:R:3:lowdin_charge:R:1
C 1.0644 0.2216 -1.4597 0.051
C -0.0103 -0.3159 -0.8673 -0.426
O -0.5616 -1.5339 -0.7982 0.024
C -0.6256 0.5034 0.2222 -0.311
C 0.0069 0.1411 1.4612 0.032
O -1.4516 -0.2695 1.0717 -0.045
H 1.7364 -0.2855 -2.1366 0.054
H 1.2426 1.2863 -1.2798 0.066
H -1.2449 -1.3696 0.0367 0.144
H -1.0097 1.4953 0.0430 0.159
H 0.2170 0.8751 2.2418 0.121
H 0.6363 -0.7484 1.4652 0.132
```

Energy relative to the best compared isomer or geometry (same formula, charge and spin), kcal/mol: 72.95
Net charge: 0
Highest occupied orbital energy, eV: -8.67
Gap between HOMO and LUMO, eV: 9.61



No. 2
C22H62O10V | ωB97M-V/def2-TZVPD

Geometry as XYZ:
```
95
Properties=species:S:1:pos:R:3:lowdin_spin:R:1
V -3.2907 -1.6575 1.7256 3.018
C -1.0895 -0.8846 5.6391 0.006
C -1.2794 -1.6468 4.3174 0.117
C -0.8208 -3.1075 4.3835 0.105
O -2.5378 -1.5630 3.7568 0.729
H -0.0409 -0.9910 5.9168 0.001
H -1.6935 -1.2517 6.4688 0.003
H -1.3331 0.1776 5.6598 0.002
H -0.5264 -1.2728 3.6237 0.044
H -1.4998 -3.8454 4.8107 0.000
H 0.0746 -3.0802 5.0045 0.009
H -0.5644 -3.4315 3.3749 0.000
C -0.1495 0.6226 0.6975 0.001
C -1.0859 -0.0699 -0.3243 -0.002
C -0.6756 -1.4780 -0.7765 0.003
O -2.3833 -0.1735 0.2553 -0.045
H -0.5018 1.6036 1.0161 0.000
H 0.8147 0.8184 0.2284 0.000
H 0.1044 -0.0021 1.5539 0.001
H -1.0662 0.5865 -1.1943 -0.003
H -0.7703 -2.1269 0.0942 0.002
H 0.3058 -1.4796 -1.2509 0.000
H -1.3828 -1.7742 -1.5512 0.000
C 2.4391 -4.6947 0.3393 0.000
C 1.6568 -3.9569 1.4872 0.000
O 2.2900 -2.7807 1.8201 0.000
H 3.5130 -4.6502 0.5207 0.000
H 2.1547 -4.2665 -0.6219 0.000
H 2.1258 -5.7384 0.3134 0.000
H 1.5960 -4.7082 2.2745 0.000
H 0.6502 -3.8457 1.0840 0.000
H 1.7430 -2.2693 2.4208 0.000
C -4.6603 4.3225 1.9081 0.000
C -3.9281 3.2359 1.0586 0.000
O -3.1869 2.4634 1.9491 0.000
H -3.9090 4.9381 2.4028 0.000
H -5.3704 3.7456 2.5006 0.000
H -5.2469 5.0327 1.3253 0.000
H -3.3473 3.8607 0.3801 0.000
H -4.6880 2.7091 0.4815 0.000
H -2.9211 1.7142 1.4109 0.000
C 0.0469 -3.6091 -5.1823 0.000
C -1.3498 -3.0608 -5.3846 0.000
O -2.0472 -3.1797 -4.1133 0.000
H -0.1197 -4.6761 -5.0350 0.000
H 0.5241 -3.2622 -4.2658 0.000
H 0.6141 -3.3827 -6.0852 0.000
H -1.9838 -3.5160 -6.1455 0.000
H -1.3353 -2.0267 -5.7290 0.000
H -1.9543 -2.3189 -3.6986 0.000
C 4.2928 -3.3219 -2.2545 0.000
C 3.3328 -2.0853 -2.3273 0.000
O 2.8252 -2.0987 -3.6449 0.000
H 4.6251 -3.6254 -1.2617 0.000
H 5.1772 -3.0830 -2.8450 0.000
H 3.8677 -4.2952 -2.4996 0.000
H 3.8246 -1.1793 -1.9733 0.000
H 2.5119 -2.4039 -1.6849 0.000
H 3.1587 -1.3944 -4.2055 0.000
C 1.7766 3.0080 -1.8652 0.000
C 2.7749 1.9423 -2.4001 0.000
O 3.2092 2.3762 -3.5774 0.000
H 0.9107 3.0248 -2.5271 0.000
H 2.2073 4.0079 -1.8137 0.000
H 1.4644 2.7704 -0.8482 0.000
H 2.3376 0.9480 -2.4917 0.000
H 3.6783 1.8198 -1.8026 0.000
H 3.2253 1.5947 -4.1346 0.000
C -5.2697 1.5644 -3.7819 0.000
C -3.9137 1.2662 -3.1616 0.000
O -3.9410 0.1053 -2.3920 0.000
H -5.2705 2.3185 -4.5690 0.000
H -5.9432 1.8202 -2.9640 0.000
H -5.5714 0.5819 -4.1447 0.000
H -3.6454 2.0301 -2.4319 0.000
H -3.0824 1.1420 -3.8556 0.000
H -3.4922 0.2302 -1.5526 0.000
C 1.5841 1.6237 3.6114 0.000
C 2.1827 0.1711 3.4684 0.003
O 3.4811 -0.0410 3.9176 0.003
H 2.0139 2.1516 2.7601 0.000
H 1.8956 2.1864 4.4914 0.000
H 0.4992 1.7146 3.5592 0.000
H 2.1545 -0.1842 2.4383 0.000
H 1.5632 -0.4591 4.1065 0.002
H 3.7932 -0.8579 3.5217 0.000
C 2.2619 4.6226 1.5196 0.000
C 0.7678 4.9561 1.1081 0.000
O 0.8333 5.7200 -0.0613 0.000
H 3.1174 5.0561 1.0017 0.000
H 2.4226 3.6520 1.0503 0.000
H 2.5155 4.4852 2.5708 0.000
H 0.3979 5.5327 1.9560 0.000
H 0.1132 4.0856 1.0670 0.000
H 1.4178 6.4686 0.0787 0.000
```

<S²>: 6.030
Spin multiplicity: 5
Net charge: +1
Highest occupied orbital energy (alpha / beta), eV: -11.72 / -11.72
Gap between HOMO and LUMO (alpha / beta), eV: 5.77 / 3.80



No. 3
C3H17NO4 | ωB97M-V/def2-TZVPD

Geometry as XYZ:
```
25
Properties=species:S:1:pos:R:3:lowdin_charge:R:1
C 1.7741 -1.6857 -1.8524 -0.093
C 0.6605 -0.8918 -1.1472 -0.289
N 0.7325 0.5790 -1.1835 -0.122
C 2.0282 1.1465 -0.8600 -0.146
H 2.0419 -2.5846 -1.3065 0.067
H 2.6916 -1.1465 -2.0678 0.050
H 1.4404 -2.0305 -2.8344 0.066
H 0.6477 -1.2772 -0.1168 0.102
H -0.2758 -1.1685 -1.6161 0.080
H 0.0330 0.8852 -0.5182 0.059
H 2.3614 1.0239 0.1832 0.075
H 2.7481 0.7674 -1.5725 0.057
H 2.0258 2.2303 -0.9719 0.072
O -2.5262 -0.5178 -0.6180 -0.056
H -2.6935 -0.3896 -1.5615 0.060
H -3.2962 -0.9980 -0.2939 0.053
O -1.3792 2.0926 1.2269 -0.062
H -1.7927 2.6715 0.5770 0.055
H -1.8118 1.2280 1.0924 -0.001
O 0.1851 0.2381 3.2081 -0.059
H -0.2788 0.8769 2.6419 -0.001
H 1.1019 0.5061 3.0809 0.041
O -2.4911 -0.5888 2.0844 -0.060
H -2.1720 -0.3263 2.9576 0.046
H -1.7549 -0.6403 1.4681 0.006
```

Energy relative to the best compared isomer or geometry (same formula, charge and spin), kcal/mol: 14.78
Net charge: 0
Highest occupied orbital energy, eV: -8.60
Gap between HOMO and LUMO, eV: 9.02



No. 4
C43H52InN9O3P | ωB97M-V/def2-TZVPD

Geometry as XYZ:
```
109
Properties=species:S:1:pos:R:3:lowdin_charge:R:1
C -0.6122 2.9373 -2.7063 -0.111
C -0.6170 1.6531 -3.5653 -0.228
C -0.2416 0.3773 -2.7890 -0.394
O 1.1388 0.1123 -2.9057 -0.453
In 2.2636 0.4450 -1.1891 0.403
P 3.4752 2.6978 -1.6150 0.386
N 2.8347 3.9379 -0.8689 -0.272
O 5.0517 2.6117 -1.1549 -0.284
O 3.6079 2.9546 -3.2340 -0.275
H -1.6147 3.3341 -2.5494 0.044
H -0.1896 2.7389 -1.7191 0.046
H 0.0084 3.7040 -3.1753 0.058
H -1.5990 1.4987 -4.0264 0.091
H 0.1226 1.7600 -4.3610 0.091
H -0.8218 -0.4720 -3.1856 0.095
H -0.5424 0.4955 -1.7388 0.055
H 1.2297 0.7503 0.1880 -0.095
H 3.3866 -0.8898 -0.9711 -0.115
H 2.5010 4.6690 -1.4880 -0.067
H 5.1604 3.2369 -0.4282 0.032
H 3.6662 3.9048 -3.3933 0.043
N -2.1938 3.8711 0.1959 0.070
C -1.5472 4.6703 1.0396 -0.138
C -2.1920 5.5519 1.8981 -0.078
C -3.5769 5.6019 1.8778 -0.092
C -4.2617 4.7725 1.0035 -0.081
C -3.5231 3.9292 0.1856 -0.154
H -0.4643 4.5955 1.0227 0.111
H -1.6163 6.1800 2.5649 0.096
H -4.1189 6.2763 2.5298 0.095
H -5.3410 4.7915 0.9547 0.068
H -4.0189 3.2633 -0.5143 0.103
N -1.7947 -1.0322 0.3416 0.078
C -2.3641 -2.2209 0.1678 -0.151
C -3.4318 -2.6773 0.9279 -0.083
C -3.9332 -1.8505 1.9212 -0.097
C -3.3477 -0.6090 2.1111 -0.079
C -2.2821 -0.2476 1.2972 -0.143
H -1.9432 -2.8372 -0.6201 0.102
H -3.8552 -3.6557 0.7438 0.095
H -4.7650 -2.1698 2.5370 0.097
H -3.7045 0.0712 2.8731 0.096
H -1.7926 0.7152 1.4069 0.102
N 1.9748 -5.1929 0.8796 0.046
C 3.1879 -5.7352 0.9730 -0.171
C 4.2323 -5.4298 0.1144 -0.084
C 4.0074 -4.5136 -0.9013 -0.080
C 2.7524 -3.9406 -1.0147 -0.079
C 1.7770 -4.3100 -0.0994 -0.145
H 3.3330 -6.4501 1.7765 0.082
H 5.1975 -5.9015 0.2452 0.090
H 4.7976 -4.2425 -1.5898 0.105
H 2.5360 -3.2082 -1.7796 0.086
H 0.7876 -3.8685 -0.1489 0.097
N -7.3105 6.5496 1.3506 0.062
C -8.2682 5.6336 1.2240 -0.148
C -9.5239 5.7506 1.8037 -0.068
C -9.8044 6.8861 2.5451 -0.091
C -8.8187 7.8519 2.6776 -0.092
C -7.5901 7.6314 2.0749 -0.159
H -8.0157 4.7616 0.6298 0.105
H -10.2627 4.9732 1.6652 0.102
H -10.7774 7.0243 2.9988 0.108
H -8.9946 8.7588 3.2403 0.106
H -6.7938 8.3630 2.1620 0.107
N -11.0135 9.7525 -0.7895 0.053
C -9.8995 9.0919 -0.4753 -0.144
C -8.7730 9.0556 -1.2848 -0.063
C -8.8032 9.7412 -2.4880 -0.079
C -9.9547 10.4337 -2.8284 -0.079
C -11.0261 10.4081 -1.9481 -0.164
H -9.9119 8.5652 0.4669 0.074
H -7.8983 8.4981 -0.9758 0.097
H -7.9458 9.7345 -3.1486 0.106
H -10.0251 10.9825 -3.7578 0.098
H -11.9426 10.9392 -2.1825 0.099
N 5.3004 -8.2933 3.1075 0.059
C 4.5760 -8.2975 4.2243 -0.154
C 5.0924 -7.9871 5.4740 -0.070
C 6.4335 -7.6536 5.5711 -0.078
C 7.1995 -7.6460 4.4167 -0.090
C 6.5862 -7.9688 3.2155 -0.172
H 3.5295 -8.5581 4.1094 0.105
H 4.4537 -8.0035 6.3465 0.101
H 6.8737 -7.4041 6.5279 0.105
H 8.2511 -7.3933 4.4419 0.102
H 7.1530 -7.9670 2.2897 0.102
N 9.1213 -11.6396 5.1616 0.056
C 10.3492 -12.1432 5.2637 -0.162
C 11.3804 -11.8403 4.3868 -0.080
C 11.1230 -10.9654 3.3433 -0.084
C 9.8496 -10.4338 3.2234 -0.072
C 8.8878 -10.8003 4.1538 -0.152
H 10.5145 -12.8248 6.0913 0.100
H 12.3589 -12.2809 4.5215 0.098
H 11.9001 -10.7038 2.6365 0.104
H 9.6004 -9.7483 2.4244 0.099
H 7.8816 -10.4036 4.0897 0.092
N 1.8641 -1.0773 -7.4315 0.040
C 1.9922 -0.8151 -6.1298 -0.139
C 2.5958 0.3295 -5.6273 -0.058
C 3.0909 1.2563 -6.5278 -0.073
C 2.9623 1.0035 -7.8869 -0.094
C 2.3460 -0.1726 -8.2832 -0.187
H 1.5827 -1.5491 -5.4454 0.105
H 2.6534 0.4814 -4.5597 0.076
H 3.5649 2.1612 -6.1681 0.098
H 3.3325 1.7012 -8.6274 0.090
H 2.2289 -0.4041 -9.3378 0.090
```

Net charge: -1
Highest occupied orbital energy, eV: -4.66
Gap between HOMO and LUMO, eV: 6.52



Please write out number 1 again, unchanged.
C4H6O2 | ωB97M-V/def2-TZVPD

Geometry as XYZ:
```
12
Properties=species:S:1:pos:R:3:lowdin_charge:R:1
C 1.0644 0.2216 -1.4597 0.051
C -0.0103 -0.3159 -0.8673 -0.426
O -0.5616 -1.5339 -0.7982 0.024
C -0.6256 0.5034 0.2222 -0.311
C 0.0069 0.1411 1.4612 0.032
O -1.4516 -0.2695 1.0717 -0.045
H 1.7364 -0.2855 -2.1366 0.054
H 1.2426 1.2863 -1.2798 0.066
H -1.2449 -1.3696 0.0367 0.144
H -1.0097 1.4953 0.0430 0.159
H 0.2170 0.8751 2.2418 0.121
H 0.6363 -0.7484 1.4652 0.132
```

Energy relative to the best compared isomer or geometry (same formula, charge and spin), kcal/mol: 72.95
Net charge: 0
Highest occupied orbital energy, eV: -8.67
Gap between HOMO and LUMO, eV: 9.61